Entry 1:
The following is a quantum chemistry calculation of a cluster of 2 separate species, C26H50ClN2O10PS in total, from the Open Molecules 2025 dataset.

Geometry (Å):
C1 7.107 -2.890 0.282
C2 6.064 -1.812 0.505
O1 4.850 -2.160 -0.179
C3 4.370 -1.292 -1.105
O2 4.061 -1.694 -2.194
C4 4.215 0.145 -0.677
C5 3.390 0.965 -1.674
C6 1.928 0.532 -1.864
C7 0.787 1.373 -1.210
C8 -0.501 0.671 -1.720
C9 -1.817 1.420 -1.959
C10 -2.873 0.476 -2.581
C11 -3.493 -0.586 -1.669
C12 -4.829 -0.170 -1.035
C13 -5.713 -1.376 -0.701
C14 -5.007 -2.323 0.277
O3 -4.417 -3.401 -0.429
C15 -3.238 -3.851 0.187
C16 0.881 2.840 -1.687
C17 0.648 3.031 -3.214
N1 1.742 3.675 -3.924
C18 1.968 5.066 -3.579
C19 0.022 3.678 -0.730
P1 -0.715 5.285 -1.406
O4 -0.356 6.288 -0.174
Cl1 -2.721 4.848 -1.038
O5 0.809 4.058 0.441
S1 1.645 2.870 1.081
O6 2.989 2.981 0.564
O7 1.546 2.904 2.506
C20 1.001 1.293 0.375
N2 0.028 0.584 1.106
C21 -0.912 0.849 1.925
C22 -0.805 1.590 3.238
C23 -2.239 0.175 1.695
H1 7.905 -2.723 1.010
H2 6.694 -3.875 0.487
H3 7.543 -2.838 -0.713
H4 6.467 -0.860 0.166
H5 5.844 -1.751 1.571
H6 3.871 0.236 0.352
H7 5.218 0.581 -0.690
H8 3.894 0.800 -2.630
H9 3.549 2.014 -1.445
H10 1.738 0.418 -2.929
H11 1.811 -0.474 -1.450
H12 -0.732 -0.201 -1.108
H13 -0.256 0.243 -2.695
H14 -1.714 2.200 -2.715
H15 -2.249 1.902 -1.081
H16 -2.464 0.040 -3.494
H17 -3.692 1.125 -2.906
H18 -3.743 -1.446 -2.297
H19 -2.789 -0.968 -0.931
H20 -4.704 0.451 -0.146
H21 -5.371 0.427 -1.773
H22 -6.639 -1.034 -0.236
H23 -5.919 -1.948 -1.605
H24 -5.662 -2.682 1.077
H25 -4.205 -1.752 0.758
H26 -2.853 -4.712 -0.355
H27 -3.391 -4.140 1.233
H28 -2.455 -3.081 0.175
H29 1.897 3.210 -1.546
H30 -0.298 3.511 -3.461
H31 0.585 2.036 -3.654
H32 2.583 3.128 -3.794
H33 2.125 5.236 -2.500
H34 2.844 5.458 -4.091
H35 1.089 5.646 -3.855
H36 -0.812 3.100 -0.333
H37 -1.162 6.633 0.229
H38 1.930 0.729 0.467
H39 -1.502 1.167 3.956
H40 0.213 1.600 3.603
H41 -1.095 2.635 3.086
H42 -2.045 -0.874 1.477
H43 -2.872 0.198 2.582
H44 -2.777 0.672 0.892
C24 -2.069 -5.328 5.967
O8 -0.711 -5.107 5.578
C25 -0.563 -4.677 4.328
O9 -1.451 -4.471 3.543
O10 0.736 -4.511 4.092
C26 1.041 -4.042 2.775
H45 -2.035 -5.672 6.996
H46 -2.641 -4.405 5.908
H47 -2.528 -6.091 5.341
H48 0.588 -3.068 2.598
H49 0.698 -4.753 2.026
H50 2.122 -3.956 2.728

Calculated values
- molecular weight (g mol⁻¹) = 649.184
- LUMO level (eV) = 0.34
- SMILES = CCOC(=O)CCC[C@]1(CCCCCCCOC)[C@@H](CNC)[C@H](P(O)Cl)OS(=O)(=O)[C@H]1N=C(C)C.COC(=O)OC
- E_HOMO (eV) = -8.7
- multiplicity = 1
- HOMO-LUMO gap (eV) = 9.06
- total charge = 0

***

Entry 2:
The following is a quantum chemistry calculation of a structure of composition C26H50P2PrSi, from the Open Molecules 2025 dataset.

Geometry (Å):
Pr1 -0.421 -0.177 -0.018
C1 1.016 -0.259 2.252
C2 1.442 0.928 1.564
C3 -0.720 1.274 2.303
C4 -0.317 -0.033 2.716
C5 0.362 1.871 1.592
C6 1.820 -1.494 2.470
H1 2.670 -1.553 1.778
H2 1.213 -2.401 2.348
H3 2.232 -1.519 3.490
C7 -1.191 -1.008 3.426
H4 -0.624 -1.899 3.728
H5 -2.054 -1.324 2.807
H6 -1.603 -0.568 4.348
C8 -2.077 1.852 2.511
H7 -2.281 2.031 3.577
H8 -2.871 1.176 2.147
H9 -2.176 2.820 1.999
C9 0.375 3.243 1.011
H10 0.510 4.007 1.793
H11 -0.574 3.475 0.506
H12 1.195 3.369 0.292
C10 2.809 1.193 1.032
H13 3.412 1.728 1.786
H14 2.787 1.822 0.127
H15 3.340 0.262 0.785
C11 2.309 -3.333 -5.532
C12 3.518 -3.237 -4.957
C13 4.691 -2.435 -5.435
C14 4.383 -1.224 -6.351
C15 3.327 -0.291 -5.851
C16 2.011 -0.361 -6.113
C17 1.314 -1.415 -6.910
C18 1.940 -2.827 -6.890
H16 5.397 -3.097 -5.967
H17 4.181 -1.575 -7.372
H18 5.239 -2.069 -4.551
H19 2.792 -2.870 -7.581
H20 1.527 -3.942 -5.061
H21 3.753 -3.890 -4.104
H22 1.171 -3.512 -7.286
H23 0.274 -1.489 -6.551
H24 1.357 0.484 -5.865
H25 1.243 -1.094 -7.965
H26 5.320 -0.643 -6.400
H27 3.730 0.580 -5.318
P1 1.116 -1.924 -1.695
C19 0.587 -3.576 -2.228
C20 2.909 -1.998 -1.966
P2 0.292 0.914 -2.576
C21 0.597 -0.843 -3.146
C22 1.690 1.804 -3.314
C23 -1.063 1.457 -3.691
H28 -0.497 -3.687 -2.117
H29 1.076 -4.305 -1.573
H30 0.882 -3.777 -3.262
H31 3.103 -2.296 -3.001
H32 3.328 -2.759 -1.294
H33 3.385 -1.030 -1.778
H34 -0.778 1.287 -4.740
H35 -1.207 2.534 -3.519
H36 -2.004 0.934 -3.464
H37 -0.311 -1.257 -3.604
H38 1.400 -0.847 -3.894
H39 1.480 2.879 -3.220
H40 1.816 1.550 -4.372
H41 2.610 1.564 -2.771
C24 -3.229 -3.246 0.314
Si1 -3.048 -1.587 -0.584
C25 -3.294 -1.983 -2.411
C26 -4.515 -0.541 -0.031
H42 -2.402 -3.930 0.074
H43 -4.177 -3.706 -0.016
H44 -3.253 -3.114 1.406
H45 -2.556 -2.697 -2.798
H46 -3.261 -1.086 -3.043
H47 -4.294 -2.436 -2.485
H48 -5.423 -1.031 -0.416
H49 -4.591 -0.477 1.065
H50 -4.470 0.484 -0.430

Calculated values
- molecular weight (g mol⁻¹) = 593.628
- LUMO level (spin up / spin down) (eV) = -3.19 / -3.07
- E_HOMO (spin up / spin down) (eV) = -9.4 / -9.3
- multiplicity = 3
- HOMO-LUMO gap (spin up / spin down) (eV) = 6.17 / 6.20
- total charge = +1
- ⟨S²⟩ = 2.014

***

What is the formula in the first record? C26H50ClN2O10PS